(1)
C2H3IS | ωB97M-V/def2-TZVPD

```
7
Properties=species:S:1:pos:R:3:forces:R:3:lowdin_charge:R:1
C 0.592 -0.425 0.050 1.5 -1.6 0.9 -1.3819
C -0.662 0.275 0.092 0.0 2.9 -3.5 -0.2796
S 0.688 -2.044 0.038 0.3 0.8 -0.1 0.6410
I 2.313 0.818 0.049 -0.1 -0.1 0.0 0.7696
H -0.873 1.061 0.825 0.4 -0.3 -0.2 0.0869
H -1.403 -0.435 -0.033 -1.9 -1.3 0.5 0.0229
H -0.655 0.750 -1.022 -0.2 -0.3 2.4 0.1410
```
Forces are in eV/Å.

Properties
Largest force on an atom (hartree/bohr): 0.0876
Relative energy (zero: lowest compared OMol25 entry of this formula, charge and spin) (kJ/mol): 11.2
LUMO (eV): -0.55
Frontier orbital gap (eV): 8.3504



(2)
C2H3N | ωB97M-V/def2-TZVPD

```
6
Properties=species:S:1:pos:R:3:forces:R:3:lowdin_charge:R:1
C -0.617 0.557 -0.007 0.4 5.9 0.0 -0.3352
C -0.095 -0.706 0.023 1.9 -2.7 3.4 -0.2013
N -1.582 -0.219 -0.043 0.2 0.9 -0.2 0.1115
H 0.005 2.221 0.191 -1.9 -3.9 -0.6 0.2154
H 0.370 -1.207 -0.831 -0.2 0.0 0.4 0.0815
H 0.191 -0.976 1.164 -0.2 -0.3 -3.0 0.1280
```
Forces are in eV/Å.

Properties
Largest force on an atom (hartree/bohr): 0.1149
Relative energy (zero: lowest compared OMol25 entry of this formula, charge and spin) (kJ/mol): 526.5
LUMO (eV): -0.39
Frontier orbital gap (eV): 9.7098



(3)
C2H3N2O2 | ωB97M-V/def2-TZVPD

```
9
Properties=species:S:1:pos:R:3:forces:R:3:lowdin_charge:R:1
C 0.704 1.010 0.097 0.5 -0.9 -0.3 -0.4878
C 0.616 -0.520 0.030 0.5 -1.5 -2.2 -0.3173
N -0.304 1.684 0.256 -0.6 0.8 0.1 -0.0042
N -1.562 -0.179 -0.345 -3.1 -1.0 1.5 -0.1117
O -2.715 -0.375 0.089 3.1 0.7 -1.1 -0.1378
O -0.640 -0.971 0.428 -0.6 0.6 -0.5 -0.1847
H 1.764 1.294 -0.140 0.0 0.5 0.2 0.0459
H 0.847 -0.879 -1.095 -0.4 0.7 2.1 0.1203
H 1.290 -1.064 0.680 0.6 0.1 0.1 0.0773
```
Forces are in eV/Å.

Properties
Largest force on an atom (hartree/bohr): 0.0687
Relative energy (zero: lowest compared OMol25 entry of this formula, charge and spin) (kJ/mol): 381.4
Net charge: -1
LUMO (eV): 4.50
Frontier orbital gap (eV): 6.5925



(4)
C2H3N2O2 | ωB97M-V/def2-TZVPD

```
9
Properties=species:S:1:pos:R:3:forces:R:3:lowdin_charge:R:1
C -0.778 0.197 -0.588 3.2 -2.8 4.0 -0.1112
C 0.805 0.349 -0.593 -2.7 0.3 -1.0 -0.3661
N -1.188 -0.334 0.538 -1.9 1.6 -4.6 -0.0129
N -0.373 -0.403 1.450 2.3 -3.9 5.9 -0.2084
O -0.256 -1.632 2.195 -0.2 3.5 -2.5 -0.3322
O 1.130 0.103 0.685 1.0 0.2 -0.2 -0.1622
H -1.352 0.639 -1.262 -2.9 1.5 -2.8 0.0178
H 1.170 -0.324 -1.403 0.4 0.1 0.4 0.0804
H 0.841 1.404 -1.022 0.9 -0.5 0.8 0.0949
```
Forces are in eV/Å.

Properties
Largest force on an atom (hartree/bohr): 0.1441
Relative energy (zero: lowest compared OMol25 entry of this formula, charge and spin) (kJ/mol): 457.5
Net charge: -1
LUMO (eV): 4.36
Frontier orbital gap (eV): 7.0545



(5)
C2H3N2O2 | ωB97M-V/def2-TZVPD

```
9
Properties=species:S:1:pos:R:3:forces:R:3:lowdin_charge:R:1
C -0.412 -0.905 0.170 3.9 3.1 -2.3 0.2416
C -0.831 0.481 -0.219 -1.9 -1.1 4.0 0.0206
N 0.971 -0.629 -0.122 -3.3 -2.7 1.9 -0.1481
N 0.606 0.761 -0.206 0.8 1.6 0.7 -0.0739
O 2.007 -1.152 0.041 0.9 0.2 -0.4 0.2127
O 1.255 1.676 0.113 0.0 -0.1 -0.4 0.3178
H -0.851 -1.626 0.758 -0.5 -1.9 1.1 0.1324
H -1.229 0.496 -1.145 -1.4 0.8 -3.1 0.1010
H -1.517 0.899 0.610 1.5 0.2 -1.4 0.1960
```
Forces are in eV/Å.

Properties
Largest force on an atom (hartree/bohr): 0.1067
Relative energy (zero: lowest compared OMol25 entry of this formula, charge and spin) (kJ/mol): 769.9
Net charge: +1
SMILES string: O=[N+]1CC=[N+]1[O-]
LUMO (spin up / spin down) (eV): -7.93 / -7.86
Frontier orbital gap (spin up / spin down) (eV): 7.7877 / 7.9176



(6)
C2H3N2O2 | ωB97M-V/def2-TZVPD

```
9
Properties=species:S:1:pos:R:3:forces:R:3:lowdin_charge:R:1
C 0.406 0.702 0.372 -2.8 -7.9 -1.1 0.2043
C 0.108 -0.524 0.185 2.5 9.4 1.6 0.0075
N 0.410 2.140 0.581 -1.0 -3.9 -2.8 -0.4590
N -0.341 -1.639 -0.441 -1.7 -0.2 -2.6 0.2188
O -0.375 2.674 -0.106 -2.4 1.8 -1.1 0.1900
O 1.306 2.503 1.174 4.4 2.9 4.0 0.2225
H -0.392 -1.574 -1.529 0.4 -0.2 2.0 0.2615
H -1.274 -1.864 -0.117 -1.0 0.1 0.0 0.1954
H 0.152 -2.416 -0.119 1.7 -2.3 0.1 0.1590
```
Forces are in eV/Å.

Properties
Largest force on an atom (hartree/bohr): 0.1923
Relative energy (zero: lowest compared OMol25 entry of this formula, charge and spin) (kJ/mol): 748.5
Net charge: +1
SMILES string: [NH3+]C#C[N+](=O)[O-]
LUMO (eV): -5.33
Frontier orbital gap (eV): 10.4333



(7)
C2H3N2O2S | ωB97M-V/def2-TZVPD

```
10
Properties=species:S:1:pos:R:3:forces:R:3:lowdin_spin:R:1
C -2.770 -0.437 0.253 2.1 -0.3 0.3 0.0962
C 0.622 -0.483 0.073 1.4 -3.6 0.0 0.7094
N -1.060 0.936 -0.601 -0.3 -1.6 0.0 0.1757
N 0.092 0.720 0.062 -4.3 5.9 -1.4 0.4256
O 0.571 1.681 0.786 0.8 -0.2 1.1 0.3057
O -2.095 -1.247 0.759 -0.4 -0.3 0.2 0.0672
S -4.081 0.270 -0.214 -1.8 0.8 -0.6 0.0844
H -0.057 -1.337 0.131 0.7 0.2 0.2 0.0588
H 1.582 -0.353 0.497 1.1 -1.0 0.2 0.0546
H -1.478 1.803 -0.260 0.7 0.1 0.0 0.0224
```
Forces are in eV/Å.

Properties
Largest force on an atom (hartree/bohr): 0.1458
Spin multiplicity: 3
Relative energy (zero: lowest compared OMol25 entry of this formula, charge and spin) (kJ/mol): 64.7
Net charge: -1
LUMO (spin up / spin down) (eV): 3.38 / 3.11
Frontier orbital gap (spin up / spin down) (eV): 4.0027 / 7.0323



(8)
C2H3N2OP | ωB97M-V/def2-TZVPD

```
9
Properties=species:S:1:pos:R:3:forces:R:3:lowdin_charge:R:1
C -2.325 1.543 0.038 2.4 -0.3 2.4 -0.3639
C 0.145 0.123 -0.312 -1.1 -0.9 -0.7 -0.3696
N -2.214 0.386 -0.679 0.6 -1.0 -0.4 0.0241
N -0.990 -0.052 -0.531 -0.8 1.5 -0.6 -0.0309
O -1.445 2.032 0.765 -0.8 -0.2 -1.3 -0.0319
P 1.638 -0.466 0.321 2.1 0.2 -0.9 0.8309
H -3.318 1.855 0.123 -1.7 0.9 -0.4 0.0922
H 1.571 0.570 1.221 0.4 0.6 0.9 -0.1006
H 2.584 0.271 -0.601 -1.1 -0.8 1.0 -0.0502
```
Forces are in eV/Å.

Properties
Largest force on an atom (hartree/bohr): 0.0666
Relative energy (zero: lowest compared OMol25 entry of this formula, charge and spin) (kJ/mol): 291.2
SMILES string: O=C/N=N\C#[PH2]
LUMO (eV): -0.13
Frontier orbital gap (eV): 9.1341



(9)
C2H3N2OP | ωB97M-V/def2-TZVPD

```
9
Properties=species:S:1:pos:R:3:forces:R:3:lowdin_charge:R:1
C -0.024 1.158 0.274 -2.6 -1.4 -0.4 -0.3928
C -2.015 -0.565 -0.139 0.6 -5.4 0.5 -0.6067
N 1.030 0.516 0.301 1.6 0.4 0.2 -0.1068
N 1.426 -0.684 -0.122 -1.9 -0.7 -0.4 0.0369
O -1.978 -1.759 -0.113 -0.4 3.7 -0.5 0.0518
P -1.971 1.051 0.050 0.7 1.1 -0.6 0.8741
H -0.046 2.009 0.850 0.5 2.2 1.1 -0.0071
H 2.386 -0.720 -0.057 2.4 -0.1 0.4 0.0541
H 1.192 -1.005 -1.045 -0.9 0.1 -0.4 0.0965
```
Forces are in eV/Å.

Properties
Largest force on an atom (hartree/bohr): 0.1057
Relative energy (zero: lowest compared OMol25 entry of this formula, charge and spin) (kJ/mol): 262.7
SMILES string: N/N=C\P=C=O
LUMO (eV): -0.05
Frontier orbital gap (eV): 8.4906



(10)
C2H3N2OP | ωB97M-V/def2-TZVPD

```
9
Properties=species:S:1:pos:R:3:forces:R:3:lowdin_charge:R:1
C -0.604 -0.888 -0.185 0.4 -0.6 -0.1 -0.1929
C -1.437 0.133 -0.018 -2.1 1.0 0.1 -0.2463
N 0.735 -1.009 -0.171 1.4 0.3 0.0 -0.0485
N 1.481 0.037 0.034 -0.4 -1.5 -0.2 -0.4563
O -2.441 0.736 0.064 1.1 -0.5 0.0 0.1469
P 1.154 1.638 0.331 -0.3 0.9 0.1 0.7927
H -1.110 -1.832 -0.363 -0.2 0.1 0.0 0.1243
H 2.465 -0.225 0.014 -0.2 0.0 0.0 0.0848
H -0.243 1.411 0.294 0.1 0.3 0.1 -0.2046
```
Forces are in eV/Å.

Properties
Largest force on an atom (hartree/bohr): 0.0453
Relative energy (zero: lowest compared OMol25 entry of this formula, charge and spin) (kJ/mol): 284.8
LUMO (spin up / spin down) (eV): -0.21 / -0.20
Frontier orbital gap (spin up / spin down) (eV): 7.3599 / 7.3632



(11)
C2H3N2PS | ωB97M-V/def2-TZVPD

```
9
Properties=species:S:1:pos:R:3:forces:R:3:lowdin_charge:R:1
C -2.211 -0.704 0.964 -2.0 -0.8 0.2 -0.4280
C -0.445 0.449 0.459 -2.5 2.8 -3.9 -0.7414
N -0.940 -0.540 1.172 0.0 0.0 0.8 -0.0651
N -1.398 1.081 -0.489 4.8 -0.9 2.4 -0.3974
P 1.334 0.881 0.365 -0.3 -1.1 1.3 0.8163
S -2.767 0.370 -0.322 -1.4 -1.8 1.8 0.9231
H -2.812 -1.427 1.629 0.8 1.2 -1.6 0.1034
H 1.401 -0.264 1.240 0.9 0.0 -0.7 -0.0912
H 1.422 1.547 1.617 -0.3 0.6 -0.2 -0.1197
```
Forces are in eV/Å.

Properties
Largest force on an atom (hartree/bohr): 0.1052
Relative energy (zero: lowest compared OMol25 entry of this formula, charge and spin) (kJ/mol): 77.4
SMILES string: Pc1ncsn1
LUMO (eV): 0.20
Frontier orbital gap (eV): 9.5149



(12)
C2H3N2S | ωB97M-V/def2-TZVPD

```
8
Properties=species:S:1:pos:R:3:forces:R:3:lowdin_charge:R:1
C -0.736 0.339 1.211 -2.2 0.1 -3.0 0.0790
C 0.526 0.034 0.513 2.1 -1.9 1.0 -0.2456
N -1.711 0.327 0.221 -0.3 0.5 3.3 -0.3092
N 0.305 -0.263 -0.887 -1.0 0.3 0.4 -0.2214
S -1.280 0.054 -1.229 1.3 -0.4 -0.3 1.2123
H 0.799 1.111 0.542 0.7 -0.1 0.2 0.1641
H 1.281 -0.669 1.063 -1.1 1.6 -1.2 0.1951
H 0.816 -0.933 -1.433 0.5 -0.1 -0.3 0.1258
```
Forces are in eV/Å.

Properties
Largest force on an atom (hartree/bohr): 0.0719
Relative energy (zero: lowest compared OMol25 entry of this formula, charge and spin) (kJ/mol): 227.5
Net charge: +1
SMILES string: C1#[N+]SNC1
LUMO (spin up / spin down) (eV): -7.84 / -8.11
Frontier orbital gap (spin up / spin down) (eV): 7.8000 / 6.3946



(13)
C2H3N3 | ωB97M-V/def2-TZVPD

```
8
Properties=species:S:1:pos:R:3:forces:R:3:lowdin_charge:R:1
N 1.355 -0.156 -0.314 -0.2 0.9 0.5 -0.0822
N 0.639 1.036 -0.177 -1.1 0.6 -0.2 0.0057
C -0.594 0.687 0.027 -0.2 0.3 -0.4 -0.1623
C -0.693 -0.722 -0.097 0.1 -0.2 0.0 -0.1480
N 0.505 -1.231 -0.242 -0.1 0.4 0.6 0.0310
H 1.711 0.279 0.594 1.5 -2.0 -0.1 0.1584
H -1.328 1.427 0.289 -0.3 0.0 -0.2 0.0976
H -1.595 -1.319 -0.080 0.2 -0.1 0.0 0.0998
```
Forces are in eV/Å.

Properties
Largest force on an atom (hartree/bohr): 0.0484
Relative energy (zero: lowest compared OMol25 entry of this formula, charge and spin) (kJ/mol): 218.8
SMILES string: c1cn[nH]n1
LUMO (eV): 0.78
Frontier orbital gap (eV): 11.6175



(14)
C2H3N3 | ωB97M-V/def2-TZVPD

```
8
Properties=species:S:1:pos:R:3:forces:R:3:lowdin_charge:R:1
N -0.961 0.916 0.032 0.1 0.3 0.4 -0.2083
C -0.600 -0.519 0.091 0.4 -0.1 0.1 -0.1550
N 0.646 -0.750 0.177 0.3 0.3 0.2 -0.0658
C 1.837 -0.606 0.428 -0.5 -0.5 -0.1 0.0783
N -0.654 1.708 0.899 -0.2 -0.3 -0.5 0.0742
H -1.459 1.195 -0.835 -0.1 -0.1 0.1 0.1244
H -1.369 -1.253 0.311 0.2 0.1 -0.2 0.1100
H 2.584 -0.774 -0.351 -0.2 0.1 -0.1 0.0421
```
Forces are in eV/Å.

Properties
Largest force on an atom (hartree/bohr): 0.0128
Relative energy (zero: lowest compared OMol25 entry of this formula, charge and spin) (kJ/mol): 501.9
LUMO (eV): 0.45
Frontier orbital gap (eV): 8.7236



(15)
C2H3N3O | ωB97M-V/def2-TZVPD

```
9
Properties=species:S:1:pos:R:3:forces:R:3:lowdin_charge:R:1
O 1.618 -1.188 -0.217 0.2 -0.2 -0.5 0.0215
C 0.834 1.064 -0.410 -0.3 0.0 0.3 -0.1355
N -0.321 1.629 -0.059 0.1 0.0 -0.1 -0.0100
N -1.199 0.624 0.248 -0.2 -0.1 0.0 -0.0061
C -0.654 -0.574 0.108 0.1 0.2 0.1 -0.0659
N 0.585 -0.298 -0.282 -0.2 0.2 0.4 -0.2017
H 2.365 -0.558 -0.286 0.0 -0.3 -0.1 0.1019
H -2.085 0.832 0.683 0.0 0.0 -0.3 0.1503
H -1.143 -1.531 0.216 0.2 0.1 0.2 0.1454
```
Forces are in eV/Å.

Properties
Largest force on an atom (hartree/bohr): 0.0106
Relative energy (zero: lowest compared OMol25 entry of this formula, charge and spin) (kJ/mol): 405.6
LUMO (eV): 0.66
Frontier orbital gap (eV): 9.5726



(16)
C2H3N3O | ωB97M-V/def2-TZVPD

```
9
Properties=species:S:1:pos:R:3:forces:R:3:lowdin_charge:R:1
O -1.730 1.319 -0.679 0.6 -0.2 -0.4 0.0444
C -0.571 0.740 -0.277 1.1 -2.3 -1.3 -0.3770
N -0.400 0.319 0.919 -0.5 0.2 -0.7 -0.0022
N 0.550 -0.608 0.996 1.3 0.5 -1.8 -0.0246
C 1.206 -0.653 -0.550 -1.6 0.6 3.4 -0.0962
N 0.476 0.066 -1.301 -1.4 0.6 2.6 0.1066
H -2.468 0.735 -0.419 0.5 0.4 -0.1 0.1211
H 0.873 -0.580 1.989 0.7 -0.6 -1.6 0.1249
H 2.065 -1.338 -0.679 -0.8 0.7 -0.2 0.1030
```
Forces are in eV/Å.

Properties
Largest force on an atom (hartree/bohr): 0.0740
Relative energy (zero: lowest compared OMol25 entry of this formula, charge and spin) (kJ/mol): 262.4
SMILES string: Oc1nc[nH]n1
LUMO (eV): 0.84
Frontier orbital gap (eV): 9.9768



(17)
C2H3N3O | ωB97M-V/def2-TZVPD

```
9
Properties=species:S:1:pos:R:3:forces:R:3:lowdin_charge:R:1
C 0.051 1.190 -0.047 4.8 -0.7 1.7 -0.0245
C 1.378 0.615 -0.022 2.2 0.8 0.7 -0.1452
H -2.391 -0.840 0.710 2.5 3.8 -3.7 0.3075
H -0.305 2.258 0.137 0.3 -2.2 -0.5 0.1527
H 2.372 0.939 0.470 -1.8 0.3 -1.8 0.1125
N -0.546 0.023 0.085 -3.4 -0.9 -0.3 -0.3184
N 1.341 -0.783 -0.095 3.1 2.8 1.2 -0.0377
N 0.171 -1.139 0.033 -4.0 0.4 -0.8 0.0248
O -1.877 0.013 -0.133 -3.7 -4.4 3.7 -0.0718
```
Forces are in eV/Å.

Properties
Largest force on an atom (hartree/bohr): 0.1328
Relative energy (zero: lowest compared OMol25 entry of this formula, charge and spin) (kJ/mol): 562.6
LUMO (eV): -0.19
Frontier orbital gap (eV): 8.9350



(18)
C2H3N3O | ωB97M-V/def2-TZVPD

```
9
Properties=species:S:1:pos:R:3:forces:R:3:lowdin_charge:R:1
C -0.193 1.146 0.013 0.6 -3.0 -0.8 -0.0694
C -1.241 -0.654 -0.222 1.0 -3.9 2.6 -0.2789
H 2.126 -0.931 0.414 -0.1 4.3 -3.1 0.2935
H 0.195 2.141 0.143 -0.3 0.1 -0.2 0.1264
H -2.027 -1.303 0.054 -1.1 -0.8 -0.7 0.0907
N 0.654 0.072 -0.020 -5.1 -0.2 0.8 -0.3412
N -1.423 0.613 -0.137 0.2 3.9 0.0 0.0537
N 0.012 -1.167 0.007 -0.8 4.2 -1.8 0.1271
O 1.898 0.083 -0.253 5.6 -4.5 3.2 -0.0019
```
Forces are in eV/Å.

Properties
Largest force on an atom (hartree/bohr): 0.1529
Relative energy (zero: lowest compared OMol25 entry of this formula, charge and spin) (kJ/mol): 416.7
LUMO (eV): 0.17
Frontier orbital gap (eV): 9.9024



(19)
C2H3N3O | ωB97M-V/def2-TZVPD

```
9
Properties=species:S:1:pos:R:3:forces:R:3:lowdin_charge:R:1
C 0.663 0.586 -0.918 1.1 3.0 1.2 -0.2203
C -0.558 -0.989 -0.108 -1.6 -0.6 -0.9 -0.1859
N 0.017 0.172 -1.917 -0.4 -1.0 -1.6 0.0163
N -0.739 -0.812 -1.431 -1.7 -2.6 1.0 0.0389
N 0.228 -0.017 0.231 1.7 1.5 2.8 0.1218
O 0.584 0.431 2.291 3.4 -2.0 -2.9 0.0265
H 1.182 1.500 -1.060 1.0 0.4 0.9 0.1121
H -1.104 -1.604 0.601 0.2 -0.1 -0.6 0.1318
H -0.273 0.734 2.311 -3.6 1.4 0.1 -0.0412
```
Forces are in eV/Å.

Properties
Largest force on an atom (hartree/bohr): 0.0949
Relative energy (zero: lowest compared OMol25 entry of this formula, charge and spin) (kJ/mol): 624.6
LUMO (spin up / spin down) (eV): -2.86 / -3.79
Frontier orbital gap (spin up / spin down) (eV): 7.7130 / 6.3232



(20)
C2H3N3O | ωB97M-V/def2-TZVPD

```
9
Properties=species:S:1:pos:R:3:forces:R:3:lowdin_charge:R:1
C -0.776 -0.407 0.925 -0.6 1.1 -4.0 -0.0765
C 1.040 0.778 0.581 0.4 -0.9 1.0 -0.2249
H -0.173 -0.372 -2.319 -2.2 -2.0 2.6 0.1909
H -1.777 -0.855 1.277 2.1 0.8 -0.6 0.1550
H 2.050 1.144 0.717 -0.5 0.4 0.8 0.1101
N -0.470 -0.122 -0.470 -0.3 -1.8 0.1 -0.2147
N 0.149 0.276 1.477 1.3 0.8 4.1 0.0312
N 0.722 0.454 -0.614 -1.4 0.0 -1.2 0.0706
O -0.766 -0.897 -1.574 1.1 1.6 -2.9 -0.0417
```
Forces are in eV/Å.

Properties
Largest force on an atom (hartree/bohr): 0.0847
Relative energy (zero: lowest compared OMol25 entry of this formula, charge and spin) (kJ/mol): 339.8
SMILES string: On1cncn1
LUMO (eV): 0.85
Frontier orbital gap (eV): 10.3676